Below is C16H30N3OPSiSn as an isolated structure, with properties calculated with ωB97M-V/def2-TZVPD.

Output
HOMO-LUMO gap   0.20991 Ha
HOMO   -5.6 eV
DFT total energy   -1712.221081 a.u.
Molar mass   458.2 g/mol
Spin multiplicity   1

Structure (XYZ):
```
53
Properties=species:S:1:pos:R:3:forces:R:3:lowdin_charge:R:1
Sn -0.022920 0.249758 0.310394 -0.3 -3.2 -1.5 0.9014
P -0.658338 0.522277 -2.279117 -0.4 -0.1 0.5 0.6920
Si 2.419459 0.507546 -0.673623 0.1 0.5 0.8 0.4832
O -1.604286 1.495289 0.456540 0.9 -0.2 -0.1 -0.3720
N -0.770012 -1.650145 0.559232 -0.1 3.6 1.0 -0.1938
N 0.871586 -1.210482 2.948437 0.3 0.7 0.1 0.0286
N 0.773254 0.042627 2.430668 0.3 0.2 1.5 -0.1120
C -1.655870 -3.812973 0.252066 0.5 0.1 -0.1 -0.0811
C -0.580294 -2.858682 0.092634 0.8 -1.7 -1.0 -0.5244
C -2.449447 0.754136 -2.393823 -0.3 0.1 -0.5 -0.2589
C 0.647246 -3.360911 -0.507784 -0.9 0.4 0.4 -0.0941
C 0.020486 2.010293 -3.080969 -0.1 0.0 -0.4 -0.2595
C -0.269870 -5.604386 -0.604483 0.1 -0.2 0.0 -0.1560
C -0.297032 -0.867364 -3.387881 -0.1 0.1 -0.4 -0.2494
C 0.786660 -4.702005 -0.816902 -0.4 -0.4 0.0 -0.1489
C 1.388343 0.868802 3.314860 -0.4 -1.4 -0.4 -0.1190
C 3.123852 2.201484 -0.240020 0.3 0.0 -0.2 -0.3428
C 1.538466 -1.215607 4.117123 -0.3 0.9 -0.7 -0.0552
C 1.876387 0.108961 4.382670 0.1 0.0 0.1 -0.0596
C -1.273946 2.650505 1.209362 0.7 -0.8 0.8 -0.5847
C -0.609982 3.745789 0.391927 0.0 0.3 -0.1 -0.0595
C -2.534203 3.136536 1.900848 -0.1 0.2 0.3 -0.0466
C -1.494495 -5.145947 -0.077934 0.7 0.2 -0.2 -0.1365
H -0.415435 2.060404 -4.089692 0.2 0.2 0.2 0.0494
H 2.524005 0.340718 -2.160024 -0.3 -0.1 0.3 -0.0656
H -2.587816 -3.427581 0.667495 0.2 -0.1 -0.1 0.0886
H 3.324588 -0.496789 -0.032530 -0.3 0.0 -0.1 -0.0691
H 0.771618 -1.114433 -3.354627 -0.3 0.0 0.0 0.0360
H -0.551687 4.651485 1.007235 0.1 -0.1 -0.2 0.0815
H 2.405620 0.489339 5.236816 0.1 -0.1 0.1 0.0952
H -2.776304 1.540506 -1.702473 0.2 -0.3 -0.2 0.0369
H -0.585581 -0.575075 -4.408744 0.1 -0.3 0.1 0.0495
H -3.389980 3.067354 1.215164 0.3 0.0 0.1 0.0905
H 0.450680 -1.988023 2.436061 -0.3 0.3 -0.4 0.1401
H -2.425889 4.178965 2.218290 -0.1 -0.1 0.0 0.0751
H -2.319519 -5.840460 0.071388 0.1 0.1 0.0 0.0890
H 4.219798 2.108527 -0.261181 -0.2 0.3 0.0 0.0174
H -0.142669 -6.660594 -0.852170 0.0 0.3 0.1 0.0783
H 1.462586 -2.644955 -0.666926 -0.2 -0.2 0.1 0.0659
H -0.258831 2.912128 -2.516090 0.1 -0.3 -0.2 0.0383
H 0.413967 3.497305 0.082951 -0.2 -0.1 0.0 0.0560
H -2.754803 2.533593 2.786488 0.0 0.0 -0.2 0.0825
H -2.954163 -0.182229 -2.123461 0.1 0.2 0.0 0.0607
H 1.114053 1.950949 -3.152485 -0.3 0.0 0.0 0.0227
H -0.513321 2.246630 1.945143 -0.7 1.2 0.1 0.0893
H 2.822663 2.527668 0.765437 0.1 -0.1 -0.3 0.0056
H 1.442525 1.937006 3.148757 0.0 -0.2 -0.1 0.1117
H 2.819960 2.954201 -0.981126 0.1 -0.1 0.3 0.0161
H 1.733191 -5.062669 -1.233795 -0.3 0.1 0.1 0.0915
H 1.728718 -2.129564 4.655630 -0.1 0.1 0.0 0.1252
H -2.700276 1.029769 -3.427904 -0.2 -0.1 0.2 0.0481
H -0.880922 -1.743270 -3.071605 0.2 0.2 0.0 0.0569
H -1.201831 3.973608 -0.506259 0.1 0.0 0.2 0.0854
```
Forces are in eV/Å.